[1]
A structure of composition C37H42CdN8O11P2S at a distorted geometry, computed with ωB97M-V/def2-TZVPD.

- frontier orbital gap (eV) = 6.45

```
! RIJCOSX wB97M-V def2-TZVPD def2/J DEFGRID3
* xyz -2 1
Cd 11.0428 15.6539 11.3489
S 5.4529 17.8257 8.2545
P 13.4031 14.9045 13.7055
P 12.4346 12.9492 11.5413
O 14.1501 12.3861 13.3797
O 13.4360 13.6006 10.6172
O 12.0713 15.2213 9.3043
O 4.9844 18.9174 9.1127
O 12.7907 15.1647 15.1630
O 9.7698 15.5568 13.8258
O 12.8213 15.9247 12.7222
O 12.3652 11.3428 11.3966
O 14.9151 14.8454 13.8121
O 4.6717 17.3963 7.1135
O 11.0684 13.5180 11.4061
N 10.1341 16.2130 14.8093
N 5.8769 16.6006 9.1980
N 7.0592 12.2016 18.0119
N 9.5931 17.3248 11.2628
N 6.8073 15.6924 15.2855
N 7.1222 14.9417 10.9280
N 8.2987 17.2215 11.6247
N 10.2447 17.6593 17.7695
C 6.6468 9.4477 16.0949
C 5.8669 9.0632 13.9413
C 12.3394 15.2290 6.9022
C 9.7469 17.1228 16.9019
C 7.0020 18.4187 6.1587
C 6.9033 18.5023 7.5363
C 12.9005 13.1525 13.2825
C 8.9588 19.8364 6.1947
C 5.6029 10.4307 13.7578
C 8.1085 19.0229 5.5295
C 7.7902 18.3229 12.0826
C 6.7635 14.4351 9.7349
C 8.8319 19.2466 12.0480
C 6.4456 18.3631 12.6547
C 6.7495 13.6831 7.0592
C 9.2213 16.4558 15.7476
C 9.9324 18.5974 11.5661
C 7.9157 19.1869 8.2973
C 5.9583 11.3378 14.7280
C 7.2437 13.1481 9.3538
C 7.9160 15.9487 15.4950
C 7.8704 12.3114 10.2620
C 11.4252 14.7090 8.0309
C 11.4268 19.0165 11.3956
C 6.2368 15.3967 8.7471
C 6.3859 10.7792 15.9416
C 6.7753 11.5913 17.0626
C 10.0143 15.2680 7.9746
C 6.3281 14.9774 7.3835
C 8.0182 12.8507 11.5592
C 7.7554 14.1792 11.8049
C 11.3350 13.1669 7.9884
C 9.9466 20.7038 5.5060
C 11.9944 12.5140 14.2533
C 6.3156 8.5231 15.1352
C 7.2334 12.7558 7.9558
C 8.9003 19.8268 7.6062
H 11.0442 12.9492 14.2977
H 5.3147 10.7509 12.7662
H 6.7595 13.4468 6.0093
H 7.8263 16.3494 11.3051
H 6.3421 17.6832 13.5326
H 5.7758 18.1232 11.8490
H 9.7190 20.3440 8.1269
H 12.4891 12.5277 15.2224
H 11.7467 18.6740 10.3933
H 14.8357 13.0846 13.5094
H 10.5520 20.1451 4.7801
H 13.2497 11.0258 11.6434
H 6.0803 15.6691 6.6340
H 6.4518 7.4511 15.3256
H 8.0731 19.0494 4.4679
H 12.0761 18.4630 12.1294
H 9.7103 14.9552 6.9422
H 12.4389 16.2600 7.0056
H 8.1344 14.6807 12.7018
H 7.0597 9.1557 17.0742
H 11.9335 15.6776 15.1139
H 11.9177 14.9193 5.9391
H 6.2020 19.3260 13.0254
H 7.6882 11.8370 7.6968
H 9.3554 14.7347 8.6894
H 10.8579 12.8770 7.0702
H 13.2851 14.7742 7.0838
H 5.5053 8.2973 13.2110
H 7.7737 19.3290 9.3991
H 9.5464 21.5402 4.9595
H 11.8164 11.4843 13.8793
H 10.8168 12.7426 8.8432
H 9.9472 16.3418 8.1416
H 8.3710 11.4255 9.9445
H 11.5181 20.0902 11.4550
H 5.7589 12.3731 14.7568
H 12.6852 14.4562 9.6415
H 12.3043 12.6120 8.0026
H 8.6858 20.2551 12.3864
H 8.6447 12.4045 12.2323
H 6.2052 17.9293 5.5958
H 10.6117 21.1412 6.2316
*
```

These are the Mulliken partial charges, in e, on atoms 1 to 4: 3.4984, 1.1749, 0.8307, 0.6529

---

[2]
A structure of composition C37H42Cl2N2O4ReSSe, computed with ωB97M-V/def2-TZVPD.

- frontier orbital gap (alpha / beta) (eV) = 7.29 / 7.44
- energy above the lowest of the compared OMol25 structures with the same formula, charge and spin (kJ/mol) = 593.51

```
! RIJCOSX wB97M-V def2-TZVPD def2/J DEFGRID3
* xyz 0 4
Re 0.8256 0.9341 -0.3791
Se 3.4716 1.9289 -0.4068
Cl -0.3932 -0.0098 2.9448
Cl 1.3611 -3.9330 -2.9102
S 2.0271 -0.8778 -1.7540
O 4.2121 3.1107 0.3788
O 2.0203 2.4183 -1.1773
O 2.5795 0.8822 0.6512
O 4.3462 1.0188 -1.4086
N -0.8017 1.9981 -0.2073
N -0.2481 -0.6585 0.2585
C -2.0728 1.6545 0.3328
C 1.0336 -2.5013 1.4235
C -1.2220 2.6218 -3.1525
C -1.5203 -3.0099 -1.5152
C -3.1497 2.5302 0.1927
C 4.2324 -1.4568 2.4359
C -0.0516 5.6470 -0.2990
C 1.5522 -5.1346 1.2201
C -0.2784 4.3728 0.2193
C -0.1181 1.6447 -3.5734
C 0.3716 -1.9605 0.1937
C 1.3940 -2.0815 -0.8801
C -0.2053 5.9310 -1.6424
C -0.8224 3.6227 -2.0540
C -1.4703 -1.8257 -2.4804
C 1.1525 3.4484 2.1392
C 2.0451 -4.0568 2.2773
C -0.3247 -3.2201 -0.5941
C -2.8158 -2.9717 -0.7023
C -1.3160 3.7410 2.5144
C -0.2885 -4.6327 0.0812
C 1.1990 -4.8293 -0.3092
C 0.5408 -3.5997 2.3271
C -2.2793 0.4546 1.0116
C -1.1895 -0.5246 1.2843
C -3.5446 0.1488 1.5039
C 4.6101 -3.2362 0.6671
C -0.6429 3.3639 -0.6837
C -0.0951 4.2345 1.7346
C -4.4001 2.2161 0.6901
C -0.6047 4.9245 -2.5009
C -4.6119 1.0111 1.3479
C 3.6578 -2.1654 1.2027
C 1.1249 -3.5163 -1.2062
C 0.0603 -4.8520 1.5642
C 2.3475 -2.7717 1.5817
C -2.5351 1.8644 -2.9468
H 4.4042 -2.1667 3.2504
H -2.3223 -1.8857 -3.1618
H -2.8006 1.3555 -3.8778
H 0.0702 5.2604 2.0646
H -1.5355 -3.9204 -2.1247
H 2.6068 -4.4625 3.1196
H 1.3836 3.6452 3.1896
H 3.5501 -0.6817 2.7869
H 1.4879 -5.6640 -0.9396
H -5.5874 0.7544 1.7402
H -2.8675 -3.7816 0.0315
H -0.0197 6.9306 -2.0167
H 5.1857 -0.9869 2.1828
H -1.4591 2.6633 2.4238
H 3.5050 -1.4054 0.4379
H -0.5638 -1.8205 -3.0880
H 5.5999 -2.8119 0.4913
H -0.7404 5.1430 -3.5538
H 0.8518 2.1317 -3.6672
H -2.9965 3.4754 -0.3111
H 0.2550 6.4339 0.3802
H -1.6174 -1.4861 1.5566
H -0.5352 -5.5598 2.1359
H -1.3776 3.2608 -4.0222
H -1.0425 -5.2945 -0.3432
H 4.7175 -4.0570 1.3832
H -0.3744 1.1847 -4.5314
H -3.6778 -3.0678 -1.3660
H -5.2129 2.9214 0.5638
H 0.0639 -3.2906 3.2552
H -3.3554 2.5350 -2.6853
H 2.0249 3.7343 1.5512
H -1.5417 -0.8810 -1.9427
H -2.4567 1.1034 -2.1690
H -2.2327 4.2430 2.1971
H -0.0295 0.8146 -2.8634
H 4.2528 -3.6556 -0.2780
H -1.1654 3.9544 3.5759
H 1.9890 -6.1260 1.3164
H 0.9986 2.3703 2.0551
H -3.6790 -0.7874 2.0362
H -2.9193 -2.0200 -0.1785
*
```

These are the Mulliken partial charges, in e, on atoms 1 to 4: 1.0187, 1.0651, -0.2177, -0.1523

---

[3]
A structure of composition C37H42Cl3N7O5SSeY at a distorted geometry, computed with ωB97M-V/def2-TZVPD.

- frontier orbital gap (eV) = 6.35
- energy above the lowest of the compared OMol25 structures with the same formula, charge and spin (kJ/mol) = 121.92

```
! RIJCOSX wB97M-V def2-TZVPD def2/J DEFGRID3
* xyz -1 1
Y -0.7717 0.9990 -0.8876
Se -1.3194 4.0214 -0.6711
Cl 6.7211 -3.5983 -0.4153
Cl 4.9795 3.1415 1.1599
Cl 3.5738 -0.3777 4.9562
S 4.8781 -3.3312 -2.7470
O 0.4149 -0.3414 -5.1161
O 1.5991 0.8617 -0.7702
O 4.5165 -3.4236 1.9123
O 3.3748 -0.3814 -1.3251
O -3.1993 1.8152 -1.7046
N -2.8889 -1.0909 -1.8165
N 0.1247 -1.4498 0.2783
N -5.2683 0.9559 -1.6114
N 0.1403 -0.0785 -2.8312
N 1.4260 -2.5416 1.6895
N 0.2896 6.8000 2.7892
N -0.9924 2.2761 -3.3280
C 4.4385 -0.7980 1.0672
C 4.2692 1.2388 2.9326
C 0.6670 -3.4808 1.0295
C -4.9665 3.1445 -2.6273
C -2.0878 0.7874 1.1592
C 4.6259 1.5128 1.6203
C -2.4351 1.9548 3.3995
C -0.4958 6.5004 0.5382
C 0.1549 5.4836 2.9520
C 5.1421 -3.6558 -1.0808
C -4.3836 1.9258 -1.9532
C -4.8422 -2.4604 -1.7794
C 2.8738 -3.9529 -1.3038
C -2.8389 -3.2891 -2.7656
C -0.0351 7.2767 1.5857
C -0.2857 4.6159 1.9678
C -2.2455 -2.0750 -2.4464
C -1.4134 -0.3111 3.3662
C -4.1717 -1.2776 -1.4954
C 3.2037 -3.6345 -2.5794
C 3.7675 -2.5464 2.7375
C 3.9977 -0.0708 3.2892
C 4.0762 -1.1136 2.3682
C -4.8630 -0.1539 -0.7591
C -1.2304 1.1978 -4.2956
C -0.0923 -2.7956 0.1367
C -4.1633 -3.4862 -2.4187
C -0.1272 0.1495 -4.1158
C 1.3820 -0.7737 -2.5480
C 2.1993 -0.0408 -1.4661
C 3.8985 -4.3454 1.0296
C -0.6282 5.1204 0.7125
C 3.9917 -3.9651 -0.4200
C 1.0532 -1.3288 1.1995
C -1.5398 1.0063 2.5972
C 2.2667 -2.8409 2.8390
C 4.7028 0.5032 0.6803
H -5.4401 2.8801 -3.5738
H -4.6617 -4.4224 -2.6381
H -5.7093 3.6002 -1.9717
H -5.7470 -0.5333 -0.2490
H -5.8801 -2.5827 -1.4955
H 2.1568 -3.9025 3.0575
H -0.7520 6.9506 -0.4120
H -0.5400 1.4653 2.5693
H -4.1613 0.2366 -0.0218
H 0.7421 -4.5329 1.2478
H 0.0832 8.3497 1.4609
H 4.9349 0.7197 -0.3518
H 2.0046 -0.8530 -3.4395
H -0.9179 -0.1634 4.3321
H -2.0486 2.1261 4.4116
H 1.8592 -4.1341 -0.9749
H -1.2138 -1.8631 -2.7076
H -2.8338 1.5823 0.9984
H -2.5137 2.9218 2.8976
H -2.2046 0.7481 -4.0807
H 4.1378 -2.7132 3.7541
H 4.2094 2.0309 3.6653
H -0.8147 -3.1804 -0.5640
H 4.4839 -1.5749 0.3170
H -2.6675 -0.1528 1.2053
H -0.3688 3.5552 2.1606
H -1.7031 2.9952 -3.3651
H -2.2693 -4.0552 -3.2740
H 1.2016 -1.7943 -2.1841
H -0.8494 -1.0484 2.7972
H -3.4402 1.5303 3.4817
H -0.0986 2.7162 -3.5144
H 1.4714 -0.3943 1.5378
H 0.4201 5.1060 3.9357
H 2.8480 -4.4932 1.2654
H -1.2185 1.5247 -5.3377
H -2.4078 -0.7280 3.5535
H -6.2331 1.0499 -1.8709
H 4.4092 -5.3012 1.1865
H 1.8851 -2.2934 3.7016
H 2.5498 -3.5096 -3.4272
H -4.1659 3.8598 -2.7977
*
```

These are the Mulliken partial charges, in e, on atoms 1 to 4: 0.4395, -0.2429, -0.2166, -0.2616